Record 1
{
  "formula": "C36H102N6O18",
  "method": "ωB97M-V/def2-TZVPD",
  "species": ["C", "C", "H", "H", "O", "H", "C", "H", "H", "C", "O", "H", "O", "H", "C", "H", "H", "H", "H", "H", "O", "H", "H", "H", "H", "H", "C", "H", "H", "H", "C", "H", "O", "C", "H", "H", "C", "H", "O", "H", "H", "H", "H", "H", "H", "C", "H", "H", "H", "N", "H", "H", "C", "H", "H", "H", "H", "H", "C", "H", "H", "H", "H", "C", "C", "H", "H", "H", "H", "H", "H", "H", "H", "H", "H", "H", "H", "C", "H", "H", "H", "N", "H", "O", "H", "H", "H", "C", "H", "C", "C", "H", "H", "H", "N", "O", "C", "H", "O", "O", "C", "O", "C", "N", "H", "H", "C", "H", "H", "C", "H", "C", "H", "H", "H", "H", "O", "N", "H", "H", "C", "C", "H", "C", "O", "C", "H", "H", "O", "C", "H", "O", "H", "H", "H", "H", "O", "C", "H", "H", "H", "H", "H", "H", "H", "C", "H", "H", "H", "N", "H", "O", "C", "H", "C", "C", "O", "H", "H", "C", "C", "H"],
  "coordinates": [[-1.2903, 0.4129, -0.3185], [0.3719, -1.0234, -6.3997], [-2.5261, 3.3521, 5.1746], [3.3029, -1.9042, 1.7887], [2.5740, -5.1561, 2.2114], [-0.0452, -3.8506, -0.6883], [3.8697, -4.5467, 2.0216], [1.2596, 3.6762, -0.1911], [-0.8897, -2.8757, -3.2154], [0.9380, -2.2053, 4.0871], [1.3112, -0.9752, 4.6011], [2.9087, -1.8681, 0.0490], [-0.5627, -3.2023, -1.2203], [-5.6472, -2.2151, -2.4629], [0.2856, 4.0308, -4.7813], [1.4904, -2.4929, -5.7319], [1.0911, 4.2902, -2.8665], [-0.3215, -1.6216, -6.9831], [3.2865, 1.6927, 5.2158], [-4.5388, 1.9663, -4.0035], [-2.7244, 1.2033, -3.4955], [2.7815, -0.1331, 3.4519], [4.5544, -5.3420, 1.8354], [-2.2131, 4.5010, 1.2493], [-5.8358, -0.6511, -0.7721], [0.5906, 7.0885, 2.7289], [1.6766, 0.0170, 3.6753], [1.2815, 6.7123, 4.3344], [0.5212, -0.1121, -7.0200], [4.5453, 2.5932, -2.4357], [1.2107, -2.7267, -2.7138], [1.8347, -2.7664, 3.8411], [0.3597, 0.5629, -4.5172], [2.9393, -2.5161, 0.9714], [-5.4588, -7.1438, 0.6264], [-4.6629, 0.5723, -2.9630], [-4.0641, 1.5152, -3.1185], [-3.7874, -3.9210, -1.1792], [-5.3668, -3.0970, -2.1655], [0.8612, 5.4224, 3.1836], [2.7055, 0.9912, -2.8821], [1.1180, -0.0488, 2.7199], [3.1866, 2.9010, -4.8497], [2.1534, 0.9507, 6.1749], [3.8275, 6.2948, 0.9050], [-4.2178, 2.4052, -1.9015], [0.4370, -2.0860, 3.1460], [-1.5868, -1.3352, -1.2724], [0.4959, 0.3333, -1.6822], [3.4223, 7.8119, 2.8078], [-1.1174, 0.9491, 1.7663], [1.6040, 3.4270, 3.8357], [4.3521, 2.2281, -3.4542], [3.2917, 5.8271, 3.3162], [-4.4134, 2.6671, 5.9141], [0.3133, -2.7491, 4.7908], [5.2972, 2.2051, -4.0135], [-5.2808, 2.5272, -1.7416], [1.5480, 2.4451, 3.3171], [4.9381, -3.1718, 0.8102], [-0.7851, -4.0815, 2.4667], [1.1410, 4.7126, -4.9836], [-4.1851, -8.0825, 0.1539], [1.4714, 1.3615, 4.3751], [-2.3696, -6.1374, 0.0260], [-2.3423, -5.3403, -0.7132], [-3.6448, -2.0944, 0.5026], [-3.8237, 2.0546, -0.9797], [1.5353, -6.2957, 3.6081], [-4.7523, -6.7492, -0.9171], [-2.5487, -4.4902, 2.2297], [4.1105, -3.9350, 2.9125], [-2.7250, 3.5097, -2.3303], [0.4572, 1.2911, 4.7480], [2.7701, 1.7207, 0.7890], [2.6182, -4.4787, -0.3364], [3.2684, -6.6867, 3.3000], [-0.1529, -3.3339, -2.5651], [2.4763, -0.0473, 0.7900], [-3.6050, 3.8814, 2.9430], [-0.4585, 4.6433, 1.5233], [2.2974, 1.6356, 5.4713], [2.6844, 4.5751, -0.9728], [3.4001, 0.4365, -4.6679], [-0.2050, -1.3955, -4.2891], [1.0802, -1.6263, -2.7646], [0.7537, -5.6829, 0.8130], [2.7381, 6.5301, 2.7171], [-1.1919, -6.3802, 1.7423], [2.7735, 6.1121, 1.2808], [0.6011, 3.4772, -3.3997], [3.5326, 8.0305, 3.7573], [-1.1417, -0.7984, 1.4677], [1.8770, -3.0399, -1.9306], [3.6143, -4.2670, -0.4725], [3.5504, 3.2345, -3.9868], [-1.5511, -4.3412, 1.7636], [-3.0309, -0.4353, -1.0734], [0.3032, 2.9922, -5.7304], [-4.9171, -0.8219, -0.4684], [1.2796, 6.4282, 3.2735], [-3.5781, -6.1889, 0.7765], [2.3100, 0.9053, 0.2676], [-4.3785, 2.7146, 4.9169], [1.2779, 2.5824, -3.4532], [1.9296, -2.8749, 1.1076], [-4.4970, -7.0491, 0.1125], [-5.0091, 2.0386, 4.5372], [-2.3578, 0.6621, -2.7488], [1.8454, 4.6070, -0.2651], [2.0775, 6.8180, 0.7084], [-4.5165, -2.1999, -0.1803], [-1.3405, -0.4189, -5.3106], [2.4476, 0.2583, -4.8117], [0.7258, 2.4650, 2.5818], [-5.3212, -2.6515, 0.4326], [2.3204, 4.8410, 1.0460], [-0.0326, -5.5359, 0.1568], [0.5490, -0.6769, -0.2465], [-2.6765, 0.4671, 4.0048], [2.5365, -5.8611, 3.4151], [-1.5445, 0.1493, 1.1298], [-3.1080, 2.2163, 2.4267], [-1.3187, 4.0187, 1.5752], [0.9056, 1.2196, 0.2151], [-2.8832, 3.0785, 3.1361], [2.7550, 0.8216, -0.7126], [2.6919, -2.7618, -4.0779], [-0.5855, 3.0916, -2.7277], [-0.2770, -0.6047, -5.0527], [1.1568, 5.4229, -0.5840], [-1.5360, 3.5320, 2.9175], [-0.0318, -6.3920, -0.3786], [4.3220, 0.2158, -2.7946], [-0.0278, 3.3106, -6.5846], [-1.1655, 3.1789, 0.8628], [1.5978, -1.7014, -6.3262], [0.2282, 0.2965, -0.5955], [3.0044, 8.6143, 2.3537], [-0.6145, 4.6168, -4.7597], [-1.7350, -3.4871, 1.0807], [-1.2169, 1.4547, 4.1653], [-3.3526, -2.4608, -2.0361], [-1.0117, 2.3170, -3.1523], [2.8485, -5.1498, 4.2031], [-2.9748, 2.5875, 4.5645], [-2.5555, 0.1858, 1.4675], [4.2074, -5.0903, -0.6515], [-0.0008, -4.3877, -2.8528], [-2.0296, -0.4176, -1.2809], [-1.5522, 1.4822, -0.5356], [1.8473, -3.2364, -3.9045], [-4.1453, -2.8982, -1.4086], [-2.1607, 0.9586, 5.6668], [3.9388, -3.6263, 0.7820], [-2.2107, 1.3011, 4.6366], [-3.6504, 3.6771, -2.1570], [0.3463, 1.2727, -5.1914], [2.4322, 2.2445, 2.7289], [-1.2783, -5.6197, 0.9574], [3.6780, 0.9106, -3.3689], [-2.1939, -7.1650, -0.3673]],
  "forces_ev_per_angstrom": [[0.33, 1.47, -1.13], [-0.36, 0.34, 0.08], [0.69, 0.22, 0.27], [-0.49, 0.24, 0.34], [-0.09, 1.14, -1.19], [-0.55, -0.07, -0.15], [-0.92, 0.51, -0.29], [0.45, 0.21, -0.47], [-0.18, 0.00, -0.02], [0.72, -0.22, -0.32], [-0.67, 0.40, 0.84], [0.18, -0.69, 0.87], [-0.16, 0.21, 0.02], [0.13, -0.46, 0.00], [2.34, 0.59, 0.64], [0.02, 1.06, -0.63], [-0.13, -0.25, 0.42], [-0.51, -0.25, 0.03], [-0.38, -0.14, 0.19], [0.24, 0.26, 0.41], [-0.15, 0.16, 0.73], [-0.88, 0.33, -0.11], [0.96, -0.73, 0.38], [-0.55, 0.83, -0.35], [0.87, -0.91, 0.48], [0.21, 0.08, 0.10], [1.44, -0.29, 0.10], [-0.13, -0.05, -0.21], [0.12, -0.35, 0.47], [0.34, -0.31, -0.07], [0.70, 0.90, -1.15], [0.26, -0.63, 0.08], [0.03, -0.59, -0.08], [0.52, 1.33, -1.39], [0.18, 0.84, 0.37], [0.58, 0.49, 0.09], [-0.57, -1.28, -0.40], [-0.24, 0.49, 0.06], [0.48, 0.48, -0.30], [0.32, 0.03, 0.05], [0.12, 0.23, 0.56], [-0.02, -0.02, 0.43], [0.52, 0.39, 1.06], [0.22, -0.61, 0.72], [-0.94, -0.31, 0.13], [-0.19, 0.81, -1.30], [-0.75, 0.07, -0.62], [-0.57, -0.16, 0.00], [-0.31, 0.49, 0.60], [0.04, -0.39, -0.64], [0.35, -0.39, -0.43], [0.09, -0.56, -0.59], [0.77, 0.95, 0.91], [0.61, -0.33, 0.15], [-0.58, -0.11, 0.62], [0.03, 0.05, 0.12], [0.00, -0.44, 0.18], [-0.40, 0.26, 0.03], [-0.19, 0.75, 0.23], [0.00, -0.32, -0.33], [0.40, -0.13, 0.38], [-0.46, -0.10, -0.25], [0.77, -0.41, -0.41], [-1.51, -0.40, -2.13], [0.00, 0.83, 1.22], [-0.75, -0.32, -0.99], [-0.42, 0.04, -0.44], [0.57, -1.02, 0.78], [0.49, 0.49, -0.22], [0.46, 0.03, 0.21], [0.79, 0.08, 0.26], [0.15, -0.45, -0.18], [0.72, 0.22, -0.15], [-0.15, 0.14, 0.23], [0.35, 0.31, 0.29], [0.59, -0.71, -0.70], [-0.27, 0.14, 0.68], [0.78, -1.10, 0.24], [-0.12, 0.40, 0.01], [0.17, -0.01, 0.06], [0.58, 0.57, 0.28], [1.41, 0.85, 0.57], [-0.20, -0.27, -0.07], [0.00, -0.42, -0.81], [-0.08, 0.44, -0.52], [0.53, -0.37, 0.20], [-0.31, 0.42, -0.39], [-1.51, -0.19, 0.17], [0.30, -0.27, -0.03], [0.48, 2.00, -1.72], [-0.53, -1.07, -0.46], [0.30, 0.56, 1.41], [0.26, -0.38, -0.01], [-0.08, 0.23, 0.90], [0.20, -0.28, 0.11], [-1.25, 0.19, -1.89], [-2.21, 0.11, -1.83], [0.47, -0.25, 0.17], [-0.56, -0.34, -1.05], [-0.10, 0.29, -0.15], [0.39, 0.58, -0.08], [-0.51, -0.31, -0.90], [-1.04, -0.06, 0.31], [0.20, -0.07, 0.69], [-0.41, 1.12, -0.09], [-0.30, -0.17, 0.40], [-1.05, -0.05, 0.20], [-0.12, -0.62, -0.31], [0.03, -0.21, -0.38], [-0.44, 0.19, 0.34], [0.88, -0.35, 0.53], [-0.17, 1.92, 1.99], [0.35, 0.08, 0.55], [0.53, 0.11, 0.44], [0.15, -0.18, 0.59], [0.42, -0.29, -0.72], [-0.39, -1.16, 0.30], [0.54, -0.42, 1.13], [-0.03, -0.87, -0.05], [0.24, 1.10, 0.87], [0.63, -0.40, 0.20], [0.53, 0.64, 1.36], [0.10, 0.87, 0.59], [-0.69, -2.00, 0.35], [0.99, 0.23, -0.43], [0.87, -0.22, -1.26], [0.01, 0.03, -0.54], [-0.85, -0.32, 0.47], [-0.55, -0.16, 0.49], [0.17, 0.22, -1.14], [0.30, -0.33, 0.16], [-0.21, 0.22, -0.67], [0.25, -0.13, -0.55], [-0.25, 0.03, -0.31], [0.14, -0.13, 0.39], [0.06, 0.21, 0.41], [0.32, -0.76, 0.88], [-0.61, -0.43, -0.09], [-0.41, -0.35, -0.15], [-0.66, 0.04, -0.05], [0.43, -0.23, 0.20], [-0.65, -0.02, 0.67], [-0.40, 0.31, 0.40], [0.44, 0.39, -0.05], [-0.25, -0.69, 0.20], [-0.59, 0.94, -1.73], [-1.22, -0.19, -0.40], [-0.85, 0.33, 0.13], [-0.55, 0.03, 0.05], [0.63, 0.37, 0.15], [0.15, -0.69, 0.15], [0.19, 0.46, -0.59], [-0.76, -2.07, -1.28], [0.42, -0.26, 0.05], [-0.63, -0.05, 0.92], [-0.29, -1.58, -0.68], [-0.52, 0.19, 0.12], [-0.19, -0.09, 0.33], [0.57, 0.46, -0.08], [0.72, -0.84, 1.28], [-0.69, -0.81, -0.14], [0.45, 0.81, 0.01]],
  "smiles": "COC[C@H](C)N.COC[C@H](C)N.COC[C@H](C)N.COC[C@H](C)N.COC[C@H](C)N.COC[C@H](C)N.OCCO.OCCO.OCCO.OCCO.OCCO.OCCO",
  "orbital_gap_ev": 9.15,
  "e_lumo_ha": 0.0138,
  "homo_energy_ev": -8.776,
  "de_lowest_ev": 2.151
}

***

Record 2
{
  "formula": "C9H14FI3N3O6V",
  "method": "ωB97M-V/def2-TZVPD",
  "species": ["F", "H", "C", "C", "O", "C", "C", "I", "N", "H", "O", "H", "H", "N", "H", "O", "O", "O", "N", "H", "H", "H", "V", "I", "H", "H", "C", "C", "O", "H", "C", "I", "H", "H", "C", "H", "C"],
  "coordinates": [[1.9974, -0.3156, -1.8175], [-3.7782, -0.7171, -0.3042], [3.9552, -2.8458, -3.5382], [-3.8140, -1.5215, 0.4260], [-1.9839, -0.5163, 1.3662], [3.2534, -2.1817, -2.5441], [2.6371, -0.9774, -2.7957], [1.5757, 2.6379, -0.2953], [-2.7933, 2.6708, 1.1529], [-3.5253, 4.2194, 2.3705], [-3.4117, -1.2934, 2.6924], [3.4611, -0.6027, -6.0243], [1.3394, 0.8624, 4.9560], [-3.0327, -1.0631, 1.5832], [-3.2727, -2.4069, 0.0961], [0.0169, 0.8502, 2.4282], [-3.9245, 2.3318, 0.8944], [-1.3387, 1.3486, 3.9984], [-0.3199, 0.8474, 3.6026], [-1.8283, 3.8658, 2.6197], [4.6340, -2.7810, -5.5542], [-2.3401, 4.7073, 1.1232], [0.0929, 0.4585, 0.1859], [-1.5024, 0.0582, -2.0037], [-4.8341, -1.7373, 0.7167], [1.0821, -0.6445, 4.0146], [3.3958, -1.0700, -5.0506], [4.0704, -2.2585, -4.7921], [-1.7920, 2.0921, 0.7958], [-0.0231, -0.1235, 5.3708], [0.6058, 0.1801, 4.5326], [1.3196, -1.8195, 1.0651], [2.2189, 0.5536, -4.2588], [3.2797, -2.6256, -1.5556], [2.6906, -0.3958, -4.0531], [4.4909, -3.7441, -3.2664], [-2.6019, 3.9571, 1.8625]],
  "forces_ev_per_angstrom": [[-0.05, 0.04, 0.23], [0.13, -0.22, -0.12], [0.17, 0.82, -0.08], [-0.15, 0.11, -0.31], [1.38, 0.61, -0.42], [0.25, -0.58, 0.76], [0.17, 0.10, -0.84], [-0.45, -0.71, 0.26], [-0.09, 0.40, -0.32], [-0.12, -0.08, -0.28], [-0.84, -0.33, 1.05], [0.01, -0.09, -0.07], [-0.02, 0.34, -0.52], [-0.30, -0.29, 0.04], [-0.19, 0.06, -0.31], [0.47, 0.27, -0.28], [-0.04, -0.27, 0.15], [0.00, -0.02, 0.29], [0.09, 0.32, -0.80], [0.23, -0.25, -0.31], [-0.01, 0.22, -0.14], [0.08, -0.07, -0.09], [-0.53, -0.18, -0.09], [0.84, 0.17, 0.59], [0.07, -0.12, 0.26], [-0.03, 0.00, -0.10], [0.19, 0.31, 0.12], [-0.39, -0.46, 0.02], [0.32, -0.01, -0.01], [0.13, -0.28, -0.17], [-0.41, -0.39, 1.15], [-0.36, 0.56, -0.33], [-0.10, 0.01, 0.12], [-0.37, 0.28, 0.07], [0.21, -0.50, -0.10], [-0.07, -0.12, -0.19], [-0.23, 0.35, 0.76]],
  "multiplicity": 3,
  "orbital_gap_ev": [7.09, 7.75],
  "e_lumo_ha": [-0.0570, -0.0337],
  "homo_energy_ev": [-8.641, -8.662]
}

***

| no. | strongest force on any atom (eV/Å) | DFT total energy (Ha) |
| --- | --- | --- |
| 1 | 2.87 | -3115.43513 |
| 2 | 1.57 | -2903.79619 |